Entry 1:
Density functional theory data (ωB97M-V with the def2-TZVPD basis set) for a 2-piece molecular cluster, C3H8N2O overall.

The geometry in XYZ format:
```
14
Properties=species:S:1:pos:R:3:nbo_charge:R:1
C 0.0449 -0.6090 -0.4890 0.710
N 1.2537 -0.1883 -0.8740 -0.865
N -0.3739 1.6238 -0.7270 -1.221
C -0.3852 -0.5521 0.9072 -0.295
C 0.4608 -0.3946 1.9250 -0.325
O -0.6332 -1.4065 -1.3319 -0.647
H -1.4281 -1.7537 -0.9066 0.492
H 1.4757 -0.4816 -1.8192 0.381
H 0.9991 0.9215 -0.8109 0.464
H -0.8301 1.8635 -1.6089 0.336
H -0.7588 2.2718 -0.0392 0.339
H -1.4527 -0.6510 1.0770 0.211
H 1.5243 -0.2949 1.7523 0.217
H 0.1035 -0.3488 2.9452 0.204
```

Output
Total charge: 0
Molar mass in g/mol: 88.110
Calculated total energy in Eh: -303.74682
ΔE to the lowest compared entry with this formula, charge and spin in kJ/mol: 381.5
Frontier orbital gap (spin up / spin down) in eV: 8.15 / 8.15

=====

Entry 2:
Density functional theory data (ωB97M-V with the def2-TZVPD basis set) for a 2-piece molecular cluster, C4H14N2O overall at a distorted geometry.

The geometry in XYZ format:
```
21
Properties=species:S:1:pos:R:3:nbo_charge:R:1
C 0.8971 2.5735 0.5037 -0.634
C 0.7484 1.0181 0.4527 -0.050
N 1.2802 0.3987 -0.8061 -0.849
C -0.6815 0.5728 1.0253 -0.432
C -0.5713 -1.0932 1.1755 -0.226
N 0.5418 -1.6577 1.8539 -0.849
H 0.3659 2.8864 1.4935 0.220
H 0.2755 3.0338 -0.3530 0.196
H 1.9419 3.0985 0.3201 0.228
H 1.5694 0.6021 1.1904 0.167
H 1.0612 1.0199 -1.5529 0.358
H 0.9640 -0.5431 -0.9003 0.365
H -0.8132 0.8952 2.0828 0.206
H -1.5994 0.8970 0.5075 0.219
H -0.7985 -1.7766 0.3230 0.184
H -1.3648 -1.3086 1.8532 0.177
H 1.1627 -0.9873 2.2133 0.357
H 1.1365 -2.3478 1.3263 0.363
O -1.9651 -2.0328 -4.3462 -0.916
H -2.7529 -2.4460 -4.1365 0.457
H -1.3978 -2.8028 -4.2264 0.460
```

Output
Total charge: 0
Molar mass in g/mol: 106.169
Calculated total energy in Eh: -345.47507
ΔE to the lowest compared entry with this formula, charge and spin in kJ/mol: 265.5
SMILES: C[C@H](N)CCN.O
Frontier orbital gap in eV: 9.45

=====

Entry 3:
Density functional theory data (ωB97M-V with the def2-TZVPD basis set) for a 2-piece molecular cluster, C6H15NO2 overall at a distorted geometry.

The geometry in XYZ format:
```
24
Properties=species:S:1:pos:R:3:nbo_charge:R:1
C 2.6380 -0.4031 0.3861 -0.615
C 1.8362 0.9106 0.2998 -0.412
C 0.2896 0.9865 0.4074 -0.428
C -0.3206 0.4798 -1.0469 -0.139
C -1.3981 1.5149 -1.3060 0.445
O -2.5505 1.2031 -1.4265 -0.536
N -0.8681 -0.8148 -1.3734 -0.650
C -0.5210 -2.0154 -0.3783 -0.430
H 2.6353 -0.8385 -0.6387 0.201
H 2.3526 -1.0652 1.2007 0.219
H 3.6572 -0.1240 0.5587 0.207
H 2.3378 1.4872 -0.5515 0.203
H 2.4732 1.4605 1.1418 0.199
H -0.1514 2.0206 0.6430 0.219
H -0.0183 0.3605 1.2461 0.234
H 0.5276 0.8109 -1.7400 0.185
H -1.0139 2.5375 -1.3135 0.106
H -1.8660 -0.9784 -1.5029 0.395
H -0.0470 -1.6510 0.6022 0.211
H 0.1657 -2.6979 -0.8697 0.187
H -1.4550 -2.5730 -0.3484 0.192
O 0.2087 -1.1615 3.1475 -0.955
H 0.2101 -0.3376 3.6451 0.483
H -0.1414 -1.8806 3.5993 0.479
```

Output
Total charge: 0
Molar mass in g/mol: 133.191
Calculated total energy in Eh: -442.74862
ΔE to the lowest compared entry with this formula, charge and spin in kJ/mol: 348.1
SMILES: CCC[C@H](C=O)NC.O
Frontier orbital gap in eV: 9.08

=====

Entry 4:
Density functional theory data (ωB97M-V with the def2-TZVPD basis set) for a 2-piece molecular cluster, C3H10N3 overall at a distorted geometry.

The geometry in XYZ format:
```
16
Properties=species:S:1:pos:R:3:nbo_charge:R:1
C -1.1762 -1.2363 -0.0312 0.039
C 0.7352 0.9269 0.2755 -0.320
C 1.0468 -0.3435 -0.4275 0.243
N -2.1686 -0.4837 0.0733 -0.682
N 1.9603 -1.2413 -0.0035 -0.727
N -0.3857 1.6523 -0.3391 -0.855
H -1.3692 -2.2012 0.3140 0.148
H 0.7055 0.6385 1.2590 0.212
H 1.5509 1.6479 0.2369 0.240
H 0.8498 -0.0953 -1.5429 0.246
H -3.1130 -0.6388 0.5158 0.414
H 2.4045 -1.9876 -0.4809 0.431
H 1.9173 -1.4498 0.9824 0.400
H -0.1726 2.3679 -0.9941 0.398
H -0.8487 2.0319 0.4601 0.382
H -1.9364 0.4120 -0.2978 0.431
```

Output
Total charge: +1
Molar mass in g/mol: 88.134
Calculated total energy in Eh: -284.21495
ΔE to the lowest compared entry with this formula, charge and spin in kJ/mol: 422.8
Frontier orbital gap in eV: 9.61

=====

Entry 5:
Density functional theory data (ωB97M-V with the def2-TZVPD basis set) for CH2N2O3S2 in the gas phase at a distorted geometry.

The geometry in XYZ format:
```
10
Properties=species:S:1:pos:R:3:nbo_charge:R:1
C 0.0142 0.3372 0.3524 0.628
N 0.1435 1.2957 -0.4550 -0.601
N 0.0318 0.7093 1.7122 -0.634
O -0.0505 -0.9784 0.2311 -0.673
O -1.7934 2.7041 1.6595 -0.916
O 0.1998 3.0033 3.0943 -0.933
S -0.0293 -0.3029 2.9132 0.537
S -0.3837 2.7611 1.7486 1.708
H 0.0506 1.1691 -1.4639 0.389
H 0.3754 -1.4441 0.9538 0.496
```

Output
Total charge: 0
Molar mass in g/mol: 154.172
Calculated total energy in Eh: -1170.80130
ΔE to the lowest compared entry with this formula, charge and spin in kJ/mol: 159.6
Frontier orbital gap (spin up / spin down) in eV: 5.93 / 5.99

=====

Entry 6:
Density functional theory data (ωB97M-V with the def2-TZVPD basis set) for C15H24N4O7 in the gas phase at a distorted geometry.

The geometry in XYZ format:
```
50
Properties=species:S:1:pos:R:3:nbo_charge:R:1
H 3.1607 3.7545 0.8128 0.332
N 4.0305 3.4683 0.3600 -0.825
C 3.9334 2.5954 -0.5735 0.572
N 5.0490 2.3839 -1.2845 -0.820
N 2.7476 2.0812 -0.9376 -0.649
C 1.7971 1.6379 0.1214 -0.098
C 0.7216 2.6808 0.1901 -0.176
C -0.4954 2.3785 0.8093 0.182
C -1.5813 3.4060 0.8224 0.733
O -2.6558 3.1447 1.3852 -0.598
O -1.3813 4.6008 0.2177 -0.669
O -0.7194 1.0813 1.3100 -0.505
C 0.0267 -0.0240 0.8111 0.099
C -0.9438 -1.0797 0.2713 0.075
O -1.7647 -0.4500 -0.7381 -0.549
C -3.0402 0.0301 -0.3019 -0.072
C -4.1641 -1.0105 -0.3979 -0.424
C -3.6973 -2.4187 -0.1365 -0.417
C -2.9812 -2.6267 1.1884 0.077
O -2.7279 -4.0333 1.2756 -0.752
C -1.6925 -1.7918 1.4623 0.067
O -0.7413 -2.6660 2.0565 -0.743
C 1.1289 0.3139 -0.2442 -0.069
N 2.0961 -0.7747 -0.3161 -0.638
C 2.7774 -1.1572 -1.4561 0.700
C 3.5030 -2.4910 -1.5307 -0.704
O 2.8314 -0.3950 -2.4157 -0.648
H 4.9486 2.0413 -2.2560 0.391
H 5.7839 3.0440 -1.0539 0.413
H 2.8186 1.3570 -1.6958 0.419
H 2.2865 1.5447 1.1065 0.227
H 0.9047 3.6219 -0.2852 0.246
H -2.1331 5.1494 0.4659 0.506
H 0.5872 -0.4280 1.6513 0.189
H -0.3494 -1.8418 -0.2348 0.202
H -3.2871 0.9102 -0.8845 0.197
H -2.9885 0.3450 0.7154 0.187
H -4.9518 -0.7367 0.3209 0.205
H -4.5732 -0.9788 -1.3940 0.209
H -4.5965 -3.0270 -0.1955 0.201
H -3.0297 -2.7374 -0.9089 0.215
H -3.7251 -2.3477 1.9266 0.164
H -3.5531 -4.5219 0.9754 0.496
H -1.9714 -0.9969 2.2171 0.187
H -1.1772 -3.5831 2.0582 0.508
H 0.6280 0.3614 -1.2095 0.238
H 2.1519 -1.4042 0.4971 0.403
H 4.3916 -2.4329 -0.8529 0.240
H 2.8155 -3.2631 -1.1752 0.226
H 3.8025 -2.7136 -2.5494 0.250
```

Output
Total charge: 0
Molar mass in g/mol: 372.378
Calculated total energy in Eh: -1331.66038
SMILES: [H]/N=C(/N)N[C@H]1C=C(C(=O)O)O[C@@H]([C@@H]2OCCC[C@@H](O)[C@H]2O)[C@@H]1NC(C)=O
Frontier orbital gap in eV: 8.67